# 1
216
Properties=species:S:1:pos:R:3 method="wB97M-V/def2-TZVPD" relative_energy_kj_mol=347.8 e_homo_ha=-0.3125 largest_force_ev_per_a=3.3 total_charge=0 gap_ev=8.7890
C 0.247 7.057 -0.585
C 0.377 6.141 0.624
C -0.632 5.003 0.606
O 1.627 5.541 0.571
H 0.204 6.475 -1.506
H 1.013 7.833 -0.584
H -0.693 7.607 -0.550
H 0.368 6.650 1.587
H -0.477 4.438 -0.313
H -1.654 5.357 0.742
H -0.369 4.219 1.316
H 1.816 5.018 1.354
C 0.541 1.288 -1.239
C 0.758 0.100 -0.381
C -0.535 -0.677 -0.161
O 1.651 -0.744 -1.028
H -0.207 1.931 -0.775
H 0.040 1.046 -2.176
H 1.490 1.814 -1.343
H 1.176 0.319 0.601
H -0.365 -1.482 0.554
H -0.980 -1.020 -1.095
H -1.289 -0.059 0.326
H 1.201 -1.219 -1.730
C -2.588 -1.600 -5.422
C -2.804 -1.807 -3.931
C -3.612 -0.729 -3.286
O -3.454 -3.078 -3.840
H -1.907 -2.356 -5.814
H -2.199 -0.609 -5.655
H -3.523 -1.648 -5.980
H -1.805 -1.881 -3.502
H -4.685 -0.891 -3.388
H -3.287 0.215 -3.722
H -3.407 -0.673 -2.216
H -3.625 -3.138 -2.897
C 0.499 0.082 -4.848
C 0.921 -1.358 -4.798
C 2.344 -1.578 -5.312
O 0.894 -1.755 -3.448
H -0.386 0.116 -4.213
H 0.147 0.147 -5.878
H 1.132 0.883 -4.465
H 0.265 -1.975 -5.412
H 2.675 -2.616 -5.300
H 3.119 -1.107 -4.706
H 2.408 -1.200 -6.332
H 1.107 -2.691 -3.460
C -2.510 3.458 -2.736
C -1.641 4.298 -3.663
C -0.152 4.012 -3.388
O -1.994 3.947 -4.990
H -2.296 2.415 -2.968
H -3.576 3.646 -2.863
H -2.227 3.616 -1.696
H -1.855 5.362 -3.565
H 0.494 4.748 -3.869
H 0.106 2.981 -3.630
H -0.032 4.177 -2.317
H -1.819 4.649 -5.621
C 2.600 2.838 1.655
C 2.893 3.243 3.100
C 4.416 3.451 3.508
O 2.118 4.437 3.161
H 3.057 3.598 1.020
H 1.545 2.777 1.390
H 3.063 1.891 1.379
H 2.418 2.485 3.723
H 4.476 3.775 4.547
H 4.840 4.258 2.910
H 4.921 2.491 3.403
H 1.652 4.365 3.997
C 5.482 4.770 -1.105
C 4.308 4.994 -2.058
C 3.336 3.798 -2.182
O 3.561 6.133 -1.610
H 6.058 3.913 -1.453
H 5.171 4.562 -0.081
H 6.053 5.697 -1.059
H 4.717 5.301 -3.021
H 2.820 3.549 -1.255
H 3.965 2.932 -2.386
H 2.587 3.907 -2.967
H 3.000 5.832 -0.892
C -0.185 -4.068 -1.622
C 0.184 -4.970 -2.847
C -0.828 -5.080 -3.941
O 1.445 -4.499 -3.273
H -0.474 -3.077 -1.971
H 0.622 -4.008 -0.891
H -1.050 -4.503 -1.122
H 0.294 -5.971 -2.429
H -0.654 -5.815 -4.727
H -0.966 -4.103 -4.406
H -1.833 -5.299 -3.580
H 2.074 -5.021 -2.771
C 6.026 -2.347 -4.257
O 5.607 -1.109 -3.713
C 5.078 -1.153 -2.377
C 4.711 0.301 -2.014
N 5.854 1.203 -2.209
C 7.000 0.875 -1.346
C 6.683 1.105 0.143
O 7.845 0.967 0.974
C 8.747 2.076 0.827
H 5.352 -3.184 -4.072
H 6.995 -2.567 -3.809
H 6.224 -2.183 -5.316
H 5.725 -1.720 -1.708
H 4.222 -1.825 -2.419
H 4.340 0.336 -0.990
H 3.835 0.589 -2.595
H 5.982 1.057 -3.200
H 7.846 1.491 -1.650
H 7.266 -0.144 -1.629
H 6.059 0.243 0.378
H 6.220 2.058 0.398
H 9.491 1.998 1.620
H 8.341 3.077 0.977
H 9.182 1.980 -0.167
C 2.309 -5.221 1.471
O 2.544 -3.924 2.006
C 3.499 -3.096 1.292
C 3.604 -1.724 1.992
N 4.107 -2.010 3.324
C 4.131 -0.886 4.224
C 2.744 -0.490 4.861
O 2.014 -1.614 5.344
C 2.151 -1.869 6.751
H 2.818 -5.316 0.512
H 1.244 -5.390 1.309
H 2.836 -5.982 2.046
H 3.004 -2.900 0.341
H 4.449 -3.616 1.168
H 2.640 -1.217 1.966
H 4.344 -1.145 1.439
H 3.526 -2.667 3.825
H 4.581 -0.019 3.741
H 4.831 -1.023 5.048
H 2.036 0.025 4.211
H 2.820 0.189 5.711
H 1.757 -1.095 7.409
H 3.185 -2.047 7.050
H 1.629 -2.774 7.062
C -1.406 1.929 2.843
O -1.647 2.896 3.822
C -3.018 3.361 3.910
C -3.868 2.326 4.670
N -3.535 2.112 6.101
C -3.696 3.337 6.898
C -3.331 3.035 8.366
O -3.554 4.243 9.131
C -2.984 4.418 10.461
H -1.971 1.040 3.123
H -0.344 1.769 2.660
H -1.810 2.286 1.895
H -3.407 3.585 2.917
H -3.049 4.332 4.405
H -3.791 1.365 4.162
H -4.908 2.620 4.533
H -2.542 1.936 6.065
H -4.752 3.587 6.997
H -3.159 4.217 6.545
H -2.305 2.683 8.481
H -4.076 2.403 8.848
H -3.496 3.813 11.209
H -3.187 5.419 10.841
H -1.936 4.148 10.593
C -3.208 -8.180 -4.871
O -4.558 -7.764 -4.762
C -4.838 -6.517 -5.414
C -6.018 -5.742 -4.784
N -5.688 -4.855 -3.715
C -5.170 -5.582 -2.636
C -5.062 -4.733 -1.322
O -4.086 -3.740 -1.419
C -4.020 -2.848 -0.279
H -3.017 -8.570 -5.871
H -3.113 -8.954 -4.109
H -2.599 -7.341 -4.536
H -5.116 -6.813 -6.425
H -3.958 -5.888 -5.554
H -6.840 -6.390 -4.478
H -6.374 -4.981 -5.478
H -4.901 -4.261 -3.932
H -4.159 -5.955 -2.800
H -5.807 -6.414 -2.336
H -4.711 -5.458 -0.588
H -6.066 -4.384 -1.080
H -3.803 -3.388 0.642
H -4.971 -2.342 -0.112
H -3.357 -1.983 -0.300
C -0.802 -2.422 3.135
O -2.024 -1.620 3.074
C -3.083 -2.355 3.595
C -4.335 -1.518 3.834
N -4.756 -0.831 2.615
C -5.963 -0.043 2.671
C -6.053 0.701 1.298
O -4.867 1.429 1.096
C -4.756 1.926 -0.254
H -0.750 -3.095 3.991
H 0.110 -1.825 3.108
H -0.760 -3.133 2.311
H -2.817 -2.737 4.581
H -3.325 -3.137 2.876
H -4.285 -0.783 4.638
H -5.164 -2.157 4.138
H -4.080 -0.172 2.257
H -5.983 0.671 3.494
H -6.826 -0.708 2.637
H -6.945 1.322 1.213
H -6.223 -0.004 0.484
H -5.689 2.297 -0.679
H -4.498 1.052 -0.853
H -4.069 2.766 -0.349

***

# 2
234
Properties=species:S:1:pos:R:3 method="wB97M-V/def2-TZVPD" relative_energy_kj_mol=0.0 e_homo_ha=-0.3008 largest_force_ev_per_a=2.3 total_charge=0 gap_ev=8.5523
C 7.924 -2.077 -8.349
C 7.859 -0.572 -8.282
C 7.120 0.025 -7.082
O 5.739 -0.235 -7.089
C 5.026 0.465 -6.091
N 9.222 -0.018 -8.274
H 6.894 -2.426 -8.234
H 8.611 -2.619 -7.703
H 8.167 -2.415 -9.363
H 7.331 -0.128 -9.133
H 7.213 1.087 -7.368
H 7.613 -0.063 -6.110
H 5.236 1.536 -6.088
H 5.295 0.034 -5.118
H 3.972 0.214 -6.196
H 9.741 -0.472 -9.013
H 9.221 0.986 -8.391
C 1.429 3.415 -0.361
C 1.981 4.797 -0.033
C 3.484 4.927 -0.209
O 4.168 4.060 0.653
C 5.461 3.762 0.195
N 1.379 5.810 -0.914
H 1.594 3.120 -1.402
H 0.349 3.281 -0.272
H 1.832 2.636 0.287
H 1.632 5.138 0.948
H 3.791 5.971 -0.078
H 3.662 4.664 -1.260
H 6.075 4.668 0.137
H 5.463 3.323 -0.810
H 5.996 3.056 0.827
H 1.796 6.718 -0.725
H 0.407 6.011 -0.706
C 0.297 0.349 2.789
O -0.686 0.734 1.831
C -1.181 -0.351 1.099
C -1.618 0.111 -0.279
N -0.667 0.834 -1.114
C 0.628 0.157 -1.284
C 0.534 -1.234 -1.938
O 1.796 -1.648 -2.461
C 2.155 -1.076 -3.691
H 0.376 1.071 3.600
H 1.232 0.357 2.220
H 0.181 -0.648 3.222
H -1.997 -0.864 1.623
H -0.414 -1.125 0.961
H -2.371 0.870 -0.028
H -2.224 -0.633 -0.794
H -0.393 1.665 -0.606
H 1.161 0.005 -0.338
H 1.291 0.774 -1.892
H -0.270 -1.409 -2.661
H 0.327 -1.991 -1.176
H 2.251 0.012 -3.604
H 1.496 -1.338 -4.521
H 3.164 -1.356 -4.001
C -0.649 -9.460 -4.253
O -0.215 -8.404 -3.439
C -1.314 -7.717 -2.864
C -0.834 -6.560 -2.015
N -0.616 -5.255 -2.667
C 0.188 -5.328 -3.893
C 0.321 -4.015 -4.627
O -0.782 -3.759 -5.502
C -0.567 -2.567 -6.231
H 0.186 -10.024 -4.666
H -1.266 -9.174 -5.113
H -1.264 -10.123 -3.631
H -1.965 -8.395 -2.302
H -1.941 -7.315 -3.672
H 0.157 -6.729 -1.583
H -1.533 -6.302 -1.217
H -1.513 -4.798 -2.770
H -0.352 -6.007 -4.569
H 1.112 -5.881 -3.722
H 1.159 -4.084 -5.333
H 0.471 -3.145 -3.985
H 0.329 -2.566 -6.855
H -0.521 -1.724 -5.531
H -1.536 -2.425 -6.709
C -6.088 -1.431 3.916
O -6.035 -0.566 2.787
C -5.067 0.437 2.942
C -4.929 1.137 1.609
N -6.164 1.833 1.233
C -5.979 2.494 -0.065
C -7.147 3.431 -0.350
O -7.357 3.505 -1.743
C -8.488 4.247 -2.118
H -6.898 -2.161 3.869
H -6.416 -0.805 4.751
H -5.116 -1.911 4.020
H -4.096 0.020 3.234
H -5.343 1.191 3.689
H -4.756 0.330 0.881
H -4.116 1.863 1.588
H -6.855 1.101 1.105
H -5.888 1.763 -0.879
H -5.021 3.017 -0.065
H -7.009 4.425 0.089
H -8.055 3.062 0.144
H -8.626 5.136 -1.490
H -9.433 3.700 -2.069
H -8.397 4.692 -3.108
C -2.791 -0.707 5.666
O -4.010 -0.033 5.906
C -3.987 1.034 6.796
C -5.372 1.642 6.967
N -6.288 0.898 7.839
C -6.401 1.579 9.129
C -7.645 1.054 9.854
O -8.773 1.168 8.967
C -9.789 0.259 9.344
H -2.146 -0.058 5.065
H -3.049 -1.678 5.256
H -2.218 -0.874 6.586
H -3.307 1.804 6.397
H -3.592 0.845 7.804
H -5.891 1.644 6.002
H -5.306 2.710 7.195
H -7.181 0.740 7.402
H -6.414 2.670 9.072
H -5.604 1.271 9.812
H -7.903 1.468 10.831
H -7.431 0.000 10.072
H -10.072 0.156 10.393
H -9.572 -0.751 8.976
H -10.645 0.586 8.750
C 7.065 4.967 7.069
O 5.647 5.120 7.044
C 4.965 3.923 7.324
C 3.457 4.131 7.202
N 2.814 2.853 7.522
C 1.363 2.841 7.282
C 0.934 1.417 7.558
O 1.442 0.659 6.434
C 1.149 -0.723 6.456
H 7.323 4.146 7.737
H 7.403 5.958 7.376
H 7.510 4.837 6.079
H 5.107 3.473 8.314
H 5.283 3.093 6.678
H 3.048 4.436 6.231
H 3.152 4.870 7.947
H 3.215 2.131 6.933
H 1.181 3.198 6.260
H 0.881 3.580 7.925
H -0.155 1.303 7.566
H 1.334 0.984 8.474
H 0.533 -0.977 5.592
H 0.669 -1.174 7.330
H 2.142 -1.186 6.441
C 4.074 0.564 0.374
O 4.018 -0.842 0.221
C 3.775 -1.514 1.445
C 3.712 -2.968 1.103
N 2.526 -3.273 0.234
C 2.381 -4.650 -0.196
C 3.403 -5.129 -1.225
O 4.732 -5.151 -0.766
C 5.679 -5.392 -1.766
H 4.276 1.034 -0.586
H 4.877 0.842 1.063
H 3.157 0.993 0.788
H 2.809 -1.164 1.832
H 4.536 -1.274 2.194
H 3.585 -3.539 2.030
H 4.625 -3.347 0.643
H 2.808 -2.617 -0.495
H 1.362 -4.858 -0.517
H 2.496 -5.260 0.709
H 3.328 -4.424 -2.064
H 3.093 -6.125 -1.569
H 6.645 -5.133 -1.323
H 5.603 -4.688 -2.602
H 5.689 -6.451 -2.037
C -0.554 1.213 -4.377
O 0.236 1.166 -5.546
C -0.473 0.821 -6.731
C -1.081 2.041 -7.424
N -0.065 2.902 -7.964
C -0.564 3.950 -8.836
C 0.636 4.707 -9.460
O 1.301 5.387 -8.424
C 1.804 6.659 -8.806
H -0.685 0.173 -4.063
H -1.492 1.757 -4.508
H -0.009 1.682 -3.559
H -1.226 0.067 -6.494
H 0.255 0.442 -7.449
H -1.746 2.546 -6.709
H -1.629 1.609 -8.266
H 0.477 3.359 -7.238
H -1.338 4.572 -8.367
H -1.085 3.491 -9.685
H 0.127 5.310 -10.221
H 1.240 3.977 -10.001
H 2.234 7.124 -7.916
H 0.985 7.321 -9.090
H 2.651 6.566 -9.487
C -0.021 -3.092 3.253
O 0.948 -2.747 3.964
N -1.247 -3.267 3.788
N 0.087 -3.415 1.963
H -1.275 -3.142 4.783
H -1.945 -3.522 3.108
H 1.029 -3.355 1.581
H -0.676 -3.566 1.322
C -3.998 -0.213 -2.962
O -3.474 -1.316 -2.826
N -5.288 -0.026 -3.444
N -3.432 0.962 -2.622
H -5.670 0.894 -3.539
H -5.759 -0.751 -3.953
H -2.444 1.023 -2.397
H -3.996 1.788 -2.632
C -3.782 -3.390 0.636
O -2.659 -3.886 0.594
N -4.755 -3.629 1.583
N -4.227 -2.451 -0.241
H -4.560 -4.082 2.456
H -5.683 -3.277 1.452
H -5.164 -2.117 -0.126
H -3.672 -2.036 -0.976
C 4.795 0.533 4.285
O 5.809 1.105 3.894
N 4.812 -0.773 4.699
N 3.560 1.094 4.332
H 3.916 -1.225 4.759
H 5.643 -1.303 4.510
H 3.510 2.033 3.977
H 2.827 0.681 4.886